<A>
This record from the OMol25 dataset describes a cluster of 2 separate species, C2H2O3S in total. The level of theory is ωB97M-V with the def2-TZVPD basis set.

The geometry in XYZ format:
```
8
C2H2O3S ωB97M-V with the def2-TZVPD basis set
C 1.02095 0.76758 0.15470
C 1.20876 -0.41934 -0.27670
O 0.62288 1.81746 0.45245
O -1.70770 0.01673 1.40095
O -2.01658 -0.65953 -0.90642
S -1.83508 0.41656 0.05413
H 1.51189 -0.60897 -1.22312
H 1.19489 -1.33048 0.34402
```

As for the HOMO-LUMO gap: 9.09 eV. The HOMO energy comes out at -9.95 eV. The value obtained for the lowest unoccupied orbital energy is -0.9 eV.

---

<B>
This record from the OMol25 dataset describes an isolated molecule of C2H2O3S. The level of theory is ωB97M-V with the def2-TZVPD basis set.

The geometry in XYZ format:
```
8
C2H2O3S ωB97M-V with the def2-TZVPD basis set
C -0.31314 -0.82389 0.45164
C 0.43553 0.32165 -0.09180
H -1.61562 -0.42339 -1.06462
H 1.58459 1.59161 0.32116
O -1.48915 -1.00073 -0.25660
O -0.07483 -1.50391 1.39783
O 1.17130 0.85993 0.80178
S 0.30133 0.97873 -1.55939
```

As for the HOMO-LUMO gap: 8.98 eV. The HOMO energy comes out at -10.11 eV. Its structure (SMILES) is O=C(O)C(O)=S. The value obtained for the lowest unoccupied orbital energy is -1.1 eV.

---

Most stable pick: <B>. Distance to second place: 30.5 kcal/mol.

---

<A>
This record from the OMol25 dataset describes a cluster of 2 separate species, C2H2O3S in total. The level of theory is ωB97M-V with the def2-TZVPD basis set.

The geometry in XYZ format:
```
8
C2H2O3S ωB97M-V with the def2-TZVPD basis set
C -0.89317 -0.31837 -1.65203
C 0.33911 0.58236 0.68325
O -1.82856 0.28476 -1.95126
O 0.06643 -0.89874 -1.38424
O -0.75362 0.19149 0.75197
S 1.54050 -0.00411 1.81821
H 0.69239 1.26291 -0.07329
H 0.83691 -1.10029 1.80739
```

As for the HOMO-LUMO gap: 10.81 eV. The HOMO energy comes out at -10.25 eV. Its structure (SMILES) is O=C=O.O=CS. The value obtained for the lowest unoccupied orbital energy is 0.6 eV.

---

<B>
This record from the OMol25 dataset describes a structure of composition C2H2O3S. The level of theory is ωB97M-V with the def2-TZVPD basis set.

The geometry in XYZ format:
```
8
C2H2O3S ωB97M-V with the def2-TZVPD basis set
C -0.89128 0.52875 0.29728
C -0.47384 0.05183 1.36158
O 1.40001 -1.31990 -0.10454
O -0.26417 -0.77312 -1.78623
O 0.99712 1.03279 -0.76499
S 0.62844 -0.33202 -0.77497
H -1.26598 1.08611 -0.54328
H -0.13030 -0.27443 2.31514
```

As for the HOMO-LUMO gap: 10.85 eV. The HOMO energy comes out at -11.31 eV. The value obtained for the lowest unoccupied orbital energy is -0.5 eV.

---

<C>
This record from the OMol25 dataset describes an isolated molecule of C2H2O3S. The level of theory is ωB97M-V with the def2-TZVPD basis set.

The geometry in XYZ format:
```
8
C2H2O3S ωB97M-V with the def2-TZVPD basis set
C -0.66672 0.39759 0.00007
C 0.70168 -0.31560 -0.00176
H 0.42341 1.85570 0.00990
H -0.23084 -1.94496 -0.00852
O -0.53058 1.68894 -0.00146
O 0.69789 -1.63222 0.00126
O 1.69010 0.36866 0.00015
S -2.08494 -0.41813 0.00038
```

As for the HOMO-LUMO gap: 8.83 eV. The HOMO energy comes out at -9.85 eV. Its structure (SMILES) is O=C(O)C(O)=S. The value obtained for the lowest unoccupied orbital energy is -1.0 eV.

---

<D>
This record from the OMol25 dataset describes a cluster of 2 separate species, C2H2O3S in total. The level of theory is ωB97M-V with the def2-TZVPD basis set.

The geometry in XYZ format:
```
8
C2H2O3S ωB97M-V with the def2-TZVPD basis set
C 1.41420 -0.86815 0.13388
C -1.45661 0.22894 -0.38463
O -0.31202 0.31333 -0.69115
O 1.91962 0.18787 0.37778
O 1.18580 -1.99648 0.06260
S 1.36768 1.77146 0.68874
H -2.38716 0.76738 -0.72888
H -1.73150 -0.40435 0.54167
```

As for the HOMO-LUMO gap: 8.15 eV. The HOMO energy comes out at -8.05 eV. The value obtained for the lowest unoccupied orbital energy is 0.1 eV.

---

Most stable pick: <C>. Distance to second place: 4.7 kcal/mol.

---

<A>
This record from the OMol25 dataset describes a structure of composition C42H33AsF5GaN5SSe. The level of theory is ωB97M-V with the def2-TZVPD basis set.

The geometry in XYZ format:
```
89
C42H33AsF5GaN5SSe ωB97M-V with the def2-TZVPD basis set
Ga 0.06817 -1.27889 1.11992
Se -5.02055 -6.06029 4.01862
N -5.18719 -4.50100 3.20182
C -3.98867 -4.17325 2.81822
C -3.68233 -2.92396 2.12167
C -4.64390 -1.97762 1.75755
C -4.24845 -0.82336 1.12233
C -2.89397 -0.61241 0.88635
N -1.97839 -1.51545 1.23322
C -2.36205 -2.66221 1.81710
C -1.29538 -3.63456 2.06843
N -0.06583 -3.31247 1.61905
C 0.93685 -4.16670 1.80206
C 0.76071 -5.38122 2.45192
C -0.49171 -5.71716 2.91463
C -1.55157 -4.82981 2.71553
C -2.92809 -5.10437 3.13653
N -3.27269 -6.18064 3.78145
H -5.68686 -2.17707 1.98005
H -4.96148 -0.06975 0.81109
H -2.54714 0.29516 0.41923
H 1.90326 -3.88134 1.40429
H 1.60649 -6.04369 2.58018
H -0.68125 -6.65703 3.42224
F 6.26363 -1.46287 4.01419
C 4.96755 -1.29252 3.82057
C 4.35997 -1.79091 2.69063
F 5.06502 -2.45397 1.78218
C 3.00868 -1.59206 2.51838
F 2.46578 -2.09454 1.38198
C 2.21226 -0.90893 3.41395
S 0.48488 -0.60021 3.23861
C 2.85808 -0.43220 4.54260
F 2.16193 0.23222 5.45883
C 4.20771 -0.61399 4.74917
F 4.78257 -0.13619 5.84200
C -5.51779 3.13660 -2.78876
C -4.20707 2.67199 -2.20424
C -3.63276 1.46573 -2.57839
C -2.39671 1.03569 -2.08699
C -1.86776 -0.27751 -2.61104
C -1.71269 1.84946 -1.17298
As -0.07916 1.46582 -0.14434
N 0.34667 -0.33832 -0.45427
C 1.03396 -0.96201 -1.53507
C 1.46444 -0.28786 -2.68106
C 2.10784 -0.97022 -3.70939
C 2.33686 -2.33682 -3.63601
C 1.90873 -3.02280 -2.51037
C 1.27040 -2.34423 -1.48224
C 1.35906 2.52463 -0.96400
C 2.54205 2.56050 -0.20503
C 2.72234 1.74171 1.05138
C 3.60372 3.36128 -0.61547
C 3.52431 4.15175 -1.75207
C 4.67352 5.02963 -2.18984
C 2.34469 4.10668 -2.48739
C 1.26222 3.30783 -2.13002
C 0.06980 3.31828 -3.06431
C -2.29770 3.06579 -0.75538
C -1.62096 3.99419 0.23472
C -3.52042 3.45618 -1.28313
H -5.98579 2.35590 -3.38873
H -5.36111 4.00562 -3.43299
H -6.21711 3.43776 -2.00537
H -4.15679 0.82828 -3.28899
H -2.66810 -0.83916 -3.09569
H -1.43912 -0.89898 -1.82911
H -1.08395 -0.11650 -3.35313
H 1.29767 0.77301 -2.76991
H 2.43219 -0.41624 -4.58453
H 2.83752 -2.86018 -4.44289
H 2.06991 -4.09242 -2.43201
H 0.93240 -2.89957 -0.61707
H 2.00247 2.01569 1.82254
H 3.72608 1.88064 1.45761
H 2.59375 0.68698 0.83115
H 4.51609 3.36302 -0.02630
H 5.56014 4.86105 -1.57841
H 4.40309 6.08496 -2.11174
H 4.93348 4.83671 -3.23215
H 2.26732 4.70994 -3.38979
H 0.35552 3.76886 -4.01432
H -0.76196 3.90007 -2.66058
H -0.30753 2.31549 -3.26667
H -0.59616 4.23202 -0.05849
H -1.57966 3.55531 1.23092
H -2.16542 4.93648 0.30471
H -3.94856 4.40655 -0.96893
```

As for the HOMO-LUMO gap: 6.24 eV. The HOMO energy comes out at -10.20 eV. The value obtained for the lowest unoccupied orbital energy is -4.0 eV. Its net charge is +1.

---

<B>
This record from the OMol25 dataset describes a structure of composition C42H33AsF5GaN5SSe. The level of theory is ωB97M-V with the def2-TZVPD basis set.

The geometry in XYZ format:
```
89
C42H33AsF5GaN5SSe ωB97M-V with the def2-TZVPD basis set
Ga 0.13302 -0.82573 -2.47901
Se 4.77653 4.85146 -1.02059
N 5.04234 3.10193 -1.18143
C 3.92867 2.58719 -1.62585
C 3.73440 1.15837 -1.84614
C 4.72382 0.19121 -1.65917
C 4.42349 -1.13611 -1.88512
C 3.13024 -1.48649 -2.25656
N 2.18374 -0.57028 -2.42516
C 2.47851 0.73016 -2.24582
C 1.39509 1.67477 -2.52470
N 0.22664 1.14078 -2.93014
C -0.78661 1.93589 -3.25215
C -0.67775 3.31926 -3.16754
C 0.49721 3.87564 -2.70793
C 1.56854 3.04095 -2.37974
C 2.85408 3.51453 -1.87529
N 3.10327 4.76934 -1.61598
H 5.71041 0.50102 -1.34034
H 5.16964 -1.90777 -1.76417
H 2.84039 -2.51763 -2.41677
H -1.70463 1.45244 -3.55987
H -1.51993 3.93630 -3.44427
H 0.61014 4.94641 -2.59881
F -5.09608 -4.26179 -1.43598
C -4.05088 -3.78379 -2.09499
C -3.92036 -2.41885 -2.29198
F -4.84048 -1.58159 -1.81966
C -2.81978 -1.94019 -2.97176
F -2.69998 -0.60381 -3.12139
C -1.82085 -2.77360 -3.45242
S -0.34478 -2.13193 -4.19607
C -1.98148 -4.13646 -3.24786
F -1.03619 -4.98569 -3.64631
C -3.08241 -4.64504 -2.58184
F -3.19556 -5.95143 -2.37630
C 5.15692 2.05026 2.62846
C 3.82489 1.65863 2.05345
C 3.53538 0.33862 1.73968
C 2.29707 -0.05911 1.24042
C 2.08779 -1.52970 0.99920
C 1.30311 0.90642 1.02861
As -0.43829 0.70531 0.12955
N -0.48361 -0.96852 -0.72657
C -0.73784 -2.25537 -0.17988
C -1.66853 -2.46228 0.83994
C -1.90918 -3.73714 1.33149
C -1.24537 -4.84155 0.81738
C -0.32582 -4.64926 -0.20169
C -0.07224 -3.37451 -0.68510
C -1.81166 0.70534 1.51942
C -3.10303 0.99918 1.05580
C -3.48094 1.15365 -0.39873
C -4.14910 1.11744 1.96983
C -3.95493 0.96039 3.32850
C -5.08476 1.10637 4.30758
C -2.67019 0.65538 3.76935
C -1.59855 0.51513 2.90131
C -0.27670 0.11609 3.50059
C 1.57961 2.25375 1.34296
C 0.54475 3.34659 1.22516
C 2.82615 2.60109 1.85317
H 5.91385 1.29238 2.43064
H 5.08525 2.17334 3.71079
H 5.50372 2.99768 2.21526
H 4.29389 -0.41988 1.90492
H 3.00847 -2.08035 1.19011
H 1.76433 -1.74122 -0.01652
H 1.31428 -1.94256 1.65082
H -2.23070 -1.63094 1.23330
H -2.64122 -3.86397 2.11903
H -1.44271 -5.83300 1.20090
H 0.20605 -5.49247 -0.62469
H 0.66829 -3.26021 -1.47395
H -2.62792 1.14565 -1.07288
H -4.01846 2.09203 -0.54633
H -4.14701 0.34385 -0.70158
H -5.14407 1.33350 1.59518
H -6.04430 1.17946 3.79851
H -4.95509 2.00434 4.91418
H -5.12209 0.25624 4.98933
H -2.50064 0.50425 4.82990
H -0.42107 -0.19695 4.53341
H 0.44359 0.93486 3.49607
H 0.17005 -0.71638 2.95858
H -0.25185 3.21537 1.96244
H 0.06296 3.36359 0.24470
H 1.00078 4.32062 1.39769
H 3.01429 3.63902 2.10943
```

As for the HOMO-LUMO gap: 6.32 eV. The HOMO energy comes out at -10.36 eV. The value obtained for the lowest unoccupied orbital energy is -4.0 eV. Its net charge is +1.

---

Most stable pick: <B>. Distance to second place: 18.7 kcal/mol.

---

<A>
This record from the OMol25 dataset describes an isolated molecule of C2H2F2O. The level of theory is ωB97M-V with the def2-TZVPD basis set.

The geometry in XYZ format:
```
7
C2H2F2O ωB97M-V with the def2-TZVPD basis set
C -0.58115 0.76282 0.68914
C 0.76991 -0.79423 -0.55482
O -0.02293 -0.33365 0.36646
F -0.88312 1.87859 -0.06510
F 0.83811 -2.13634 -0.47511
H -0.73333 1.00430 1.67356
H 0.61251 -0.38150 -1.63413
```

As for the HOMO-LUMO gap (spin up / spin down): 8.30 / 9.11 eV. The HOMO energy (spin up / spin down) comes out at -7.94 / -8.34 eV. The value obtained for the lowest unoccupied orbital energy (spin up / spin down) is 0.4 / 0.8 eV.

---

<B>
This record from the OMol25 dataset describes an isolated molecule of C2H2F2O. The level of theory is ωB97M-V with the def2-TZVPD basis set.

The geometry in XYZ format:
```
7
C2H2F2O ωB97M-V with the def2-TZVPD basis set
C 0.07105 -0.62326 0.14228
C -0.12753 0.72143 -0.03065
H 1.04137 -0.32467 0.69530
H 0.00758 0.99676 -1.21390
O -0.34869 1.63367 0.72270
F -0.97091 -1.31674 0.77955
F 0.32713 -1.08719 -1.09529
```

As for the HOMO-LUMO gap: 10.69 eV. The HOMO energy comes out at -10.64 eV. Its structure (SMILES) is O=CC(F)F. The value obtained for the lowest unoccupied orbital energy is 0.0 eV.

---

Most stable pick: <B>. Distance to second place: 52.5 kcal/mol.

---

<A>
This record from the OMol25 dataset describes an isolated molecule of CH3NSSi. The level of theory is ωB97M-V with the def2-TZVPD basis set.

The geometry in XYZ format:
```
7
CH3NSSi ωB97M-V with the def2-TZVPD basis set
C 1.89272 -0.04662 -0.02706
N 0.68856 -0.18053 -0.01092
Si -1.28226 -0.08875 -0.00098
S 3.51105 0.19738 0.00339
H -1.77651 -0.57217 -1.27397
H -1.29340 1.38134 0.07372
H -1.74017 -0.69065 1.23583
```

As for the HOMO-LUMO gap: 9.19 eV. The HOMO energy comes out at -8.92 eV. Its structure (SMILES) is [SiH3]N=C=S. The value obtained for the lowest unoccupied orbital energy is 0.3 eV.

---

<B>
This record from the OMol25 dataset describes a structure of composition CH3NSSi. The level of theory is ωB97M-V with the def2-TZVPD basis set.

The geometry in XYZ format:
```
7
CH3NSSi ωB97M-V with the def2-TZVPD basis set
C 1.47556 2.31047 -0.83534
N 0.49463 1.64681 -0.71539
Si 0.49091 0.55374 0.62478
S 2.88912 2.89129 -0.55406
H 0.19563 -0.61539 -0.15453
H -0.57367 1.15787 1.50808
H 1.75889 0.92533 1.32786
```

As for the HOMO-LUMO gap: 9.91 eV. The HOMO energy comes out at -9.50 eV. The value obtained for the lowest unoccupied orbital energy is 0.4 eV.

---

Most stable pick: <A>. Distance to second place: 4.9 kcal/mol.

---

<A>
This record from the OMol25 dataset describes a cluster of 4 separate species, C4H14O3 in total. The level of theory is ωB97M-V with the def2-TZVPD basis set.

The geometry in XYZ format:
```
21
C4H14O3 ωB97M-V with the def2-TZVPD basis set
C -0.59012 0.04791 2.50461
C 0.14444 -0.07363 1.18058
C 1.63722 0.08010 1.37504
C 2.42276 0.54733 0.42042
H -0.41346 -0.81884 3.14622
H -0.23057 0.92129 3.05350
H -1.66864 0.18821 2.41032
H -0.18319 0.72490 0.50787
H -0.10663 -0.97466 0.63188
H 2.03959 -0.30905 2.30530
H 3.50692 0.43014 0.40657
H 2.12367 0.84532 -0.58308
H -0.14836 0.16391 -3.15714
H 0.85350 1.21215 -3.74045
O 0.12962 1.08735 -3.11597
H -1.09039 -2.69883 -0.26585
H -2.28100 -2.37543 -1.19403
O -1.36456 -2.66674 -1.18615
H -1.36591 0.55847 -1.29658
H -1.43128 1.81695 -2.00440
O -1.98361 1.29315 -1.39867
```

As for the HOMO-LUMO gap: 10.16 eV. The HOMO energy comes out at -9.67 eV. Its structure (SMILES) is C=CCC.O.O.O. The value obtained for the lowest unoccupied orbital energy is 0.5 eV.

---

<B>
This record from the OMol25 dataset describes a cluster of 4 separate species, C4H14O3 in total. The level of theory is ωB97M-V with the def2-TZVPD basis set.

The geometry in XYZ format:
```
21
C4H14O3 ωB97M-V with the def2-TZVPD basis set
C 2.77850 -0.35999 -0.49236
C 1.58246 0.46612 0.01785
C 0.33087 0.14237 -0.76052
C -0.17322 0.95985 -1.65347
H 2.83181 -1.33762 -0.00824
H 3.72980 0.15442 -0.33045
H 2.69187 -0.50477 -1.56293
H 1.41208 0.30014 1.08298
H 1.83085 1.52497 -0.13702
H -0.10606 -0.83765 -0.60985
H -1.02370 0.62238 -2.22834
H 0.26625 1.94125 -1.81228
H -0.64445 2.61248 1.72428
H -1.61054 1.91214 0.77492
O -1.29790 1.90611 1.68868
H -1.79936 -2.99327 -0.83198
H -2.38911 -2.08282 0.24117
O -2.64609 -2.65802 -0.49910
H -2.67866 -0.58667 2.06906
H -1.22766 -0.22862 1.60423
O -1.85774 -0.95279 1.72334
```

As for the HOMO-LUMO gap: 10.63 eV. The HOMO energy comes out at -10.11 eV. Its structure (SMILES) is C=CCC.O.O.O. The value obtained for the lowest unoccupied orbital energy is 0.5 eV.

---

Most stable pick: <B>. Distance to second place: 10.7 kcal/mol.